1.
This record from the OMol25 dataset describes a 2-piece molecular cluster, C20H26N overall. The level of theory is ωB97M-V/def2-TZVPD.

Properties
Charge = +1
Multiplicity = 1
E_LUMO = -5.6075 eV

Element x y z (Å)
1 C -0.985 -0.140 7.133
2 C -0.635 -0.246 5.673
3 C -0.953 -1.412 4.961
4 C -0.698 -1.510 3.604
5 C -0.095 -0.452 2.869
6 C 0.068 -0.562 1.445
7 C 0.771 0.356 0.659
8 C 0.623 0.620 -0.705
9 C 1.281 1.732 -1.347
10 C 0.945 2.154 -2.671
11 C 1.546 3.262 -3.259
12 C 2.518 4.015 -2.580
13 C 3.172 5.185 -3.255
14 C 2.857 3.629 -1.272
15 C 2.267 2.521 -0.676
16 C 0.268 0.710 3.619
17 C 0.009 0.795 4.986
18 H -0.656 0.823 7.543
19 H -2.070 -0.233 7.299
20 H -0.517 -0.945 7.719
21 H -1.417 -2.243 5.500
22 H -0.981 -2.412 3.058
23 H -0.381 -1.445 0.977
24 H 1.550 0.917 1.183
25 H -0.078 0.040 -1.301
26 H 0.183 1.595 -3.214
27 H 1.268 3.569 -4.272
28 H 3.906 5.656 -2.598
29 H 3.680 4.873 -4.173
30 H 2.434 5.941 -3.547
31 H 3.592 4.219 -0.717
32 H 2.562 2.274 0.346
33 H 0.731 1.552 3.105
34 H 0.301 1.683 5.557
35 C -2.791 -5.211 -3.392
36 C -2.397 -3.794 -3.794
37 C -1.579 -3.038 -2.735
38 N -1.134 -1.684 -3.069
39 H -3.377 -5.680 -4.184
40 H -1.915 -5.842 -3.220
41 H -3.404 -5.215 -2.488
42 H -1.810 -3.841 -4.717
43 H -3.306 -3.217 -3.998
44 H -2.146 -3.058 -1.788
45 H -0.645 -3.591 -2.592
46 H -1.902 -1.098 -3.390
47 H -0.661 -1.250 -2.283

These are the natural (NBO) partial charges, in e, on atoms 1 to 2:
1 C -0.657
2 C 0.116

2.
This record from the OMol25 dataset describes the molecule BrFHOP. The level of theory is ωB97M-V/def2-TZVPD.

Properties
Charge = 0
Multiplicity = 1
SMILES string = OP(F)Br
E_LUMO = -0.1293 eV

Element x y z (Å)
1 O -0.314 0.361 -0.380
2 F 1.408 2.364 -0.372
3 P -0.031 2.290 0.331
4 Br -1.183 3.378 -1.034
5 H -1.052 0.520 -0.987

These are the natural (NBO) partial charges, in e, on atoms 1 to 2:
1 O -0.955
2 F -0.573

Calculated frontier orbital gap (Ha), listed in the same order as above: 0.219 0.383
Calculated ΔE to the lowest compared entry with this formula, charge and spin (kcal per mole), listed in the same order as above: 5.9 35.1